Formula: C5H3F3N2O
Source: the OMol25 dataset
Level of theory: wB97M-V/def2-TZVPD

Values from the calculation:
- LUMO (spin up / spin down): -0.0630 / -0.0629 Eh
- Net charge: 0
- Largest force on an atom: 0.077 Eh/bohr
- Multiplicity: 1
- E: -18408.26949 eV
- Energy relative to the best compared isomer or geometry (same formula, charge and spin): 94.4 kcal/mol

Each line ends with the natural charge from an NBO analysis.
CARTESIAN COORDINATES (ANGSTROEM)
1 C 0.660 -1.537 -2.124  0.56
2 C -0.556 -2.204 -2.218  0.39
3 C -0.186 0.461 -1.018  0.79
4 C -0.674 0.585 1.358  0.68
5 C 0.447 1.121 2.234  -0.73
6 N 0.343 -0.246 -2.097  -0.52
7 N -0.125 0.084 0.178  -0.57
8 O -1.844 0.580 1.621  -0.53
9 F 1.791 -1.981 -2.560  -0.24
10 F -1.342 -2.339 -1.225  -0.24
11 F -0.731 1.630 -1.417  -0.30
12 H 1.153 0.196 2.473  0.25
13 H -0.041 1.743 3.095  0.25
14 H 1.107 1.908 1.702  0.24